(1)
DFT (ωB97M-V/def2-TZVPD) results for a cluster of 2 separate species, C5H8NP in total.

* Kohn-Sham gap (alpha / beta): 8.03 / 8.03 eV
* relative energy (zero: lowest compared OMol25 entry of this formula, charge and spin): 59.3 kcal/mol
* strongest force on any atom: 0.07556 Eh/bohr
* molar mass: 113.1 g mol⁻¹

Atoms and positions in Å:
C 2.456 0.107 -0.402
C 2.096 0.560 0.890
C 1.586 -0.898 -0.799
C 1.069 -0.243 1.223
C -2.129 0.647 -0.461
N 0.691 -1.132 0.215
P -0.894 -1.666 -0.057
H 3.411 0.373 -0.851
H 2.456 1.400 1.427
H 1.417 -1.423 -1.737
H 0.588 -0.351 2.191
H -2.492 0.977 0.471
H -2.856 0.236 -1.084
H -1.356 1.052 -1.082
H -1.601 -1.661 1.128

Results of the Löwdin charge analysis, in e, for atoms 1 through 6: atom 1 (C): -0.101, atom 2 (C): -0.090, atom 3 (C): -0.189, atom 4 (C): -0.196, atom 5 (C): -0.040, atom 6 (N): -0.433



(2)
DFT (ωB97M-V/def2-TZVPD) results for the molecule C5H8O.

* Kohn-Sham gap: 10.78 eV
* relative energy (zero: lowest compared OMol25 entry of this formula, charge and spin): 45.8 kcal/mol
* structure (SMILES): O[C@@H]1C[C@H]2C[C@H]21
* strongest force on any atom: 0.00702 Eh/bohr
* molar mass: 84.1 g mol⁻¹

Atoms and positions in Å:
O 1.514 1.407 -0.838
C 0.703 0.856 0.183
C 1.038 -0.649 0.346
C -0.299 -0.994 -0.317
C -1.399 -0.490 0.558
C -0.680 0.475 -0.335
H 0.934 1.808 -1.494
H 0.757 1.488 1.081
H 1.927 -0.898 -0.235
H 1.146 -1.020 1.372
H -0.458 -1.741 -1.088
H -2.409 -0.730 0.235
H -1.268 -0.468 1.640
H -1.221 1.048 -1.086

Results of the Löwdin charge analysis, in e, for atoms 1 through 6: atom 1 (O): -0.026, atom 2 (C): -0.341, atom 3 (C): -0.081, atom 4 (C): -0.207, atom 5 (C): -0.086, atom 6 (C): -0.188



(3)
DFT (ωB97M-V/def2-TZVPD) results for a structure of composition C5H8O.

* Kohn-Sham gap: 9.33 eV
* relative energy (zero: lowest compared OMol25 entry of this formula, charge and spin): 108.3 kcal/mol
* strongest force on any atom: 0.05335 Eh/bohr
* molar mass: 84.1 g mol⁻¹

Atoms and positions in Å:
C -1.723 0.303 0.180
C -0.551 -0.463 -0.441
C 1.715 0.028 -1.068
C 1.394 0.682 0.297
C 0.690 -0.651 0.461
O 1.600 -1.214 -0.526
H -1.432 1.300 0.531
H -2.517 0.421 -0.562
H -2.169 -0.222 1.041
H -0.873 -1.437 -0.827
H -0.008 0.029 -1.415
H 0.826 1.613 0.331
H 2.331 0.810 0.840
H 0.650 -1.223 1.404

Results of the Löwdin charge analysis, in e, for atoms 1 through 6: atom 1 (C): -0.086, atom 2 (C): -0.211, atom 3 (C): 0.001, atom 4 (C): -0.140, atom 5 (C): -0.311, atom 6 (O): -0.089



(4)
DFT (ωB97M-V/def2-TZVPD) results for the molecule C5H8O.

* Kohn-Sham gap: 10.93 eV
* relative energy (zero: lowest compared OMol25 entry of this formula, charge and spin): 53.3 kcal/mol
* strongest force on any atom: 0.00846 Eh/bohr
* molar mass: 84.1 g mol⁻¹

Atoms and positions in Å:
O -1.391 1.411 -0.713
C -0.441 0.493 -0.291
C -0.256 0.294 1.210
C 0.707 -0.704 0.535
C -0.416 -1.046 -0.464
C 1.140 0.439 -0.406
H -1.732 1.203 -1.590
H -1.121 -0.113 1.741
H 0.188 1.149 1.731
H 1.344 -1.440 1.022
H -0.079 -1.446 -1.429
H -1.264 -1.609 -0.063
H 1.714 1.246 0.064
H 1.607 0.123 -1.348

Results of the Löwdin charge analysis, in e, for atoms 1 through 6: atom 1 (O): 0.034, atom 2 (C): -0.476, atom 3 (C): -0.076, atom 4 (C): -0.241, atom 5 (C): -0.071, atom 6 (C): -0.056



(5)
DFT (ωB97M-V/def2-TZVPD) results for the molecule C5H8O.

* Kohn-Sham gap: 11.12 eV
* relative energy (zero: lowest compared OMol25 entry of this formula, charge and spin): 47.1 kcal/mol
* structure (SMILES): C1CC2(C1)CO2
* strongest force on any atom: 0.01817 Eh/bohr
* molar mass: 84.1 g mol⁻¹

Atoms and positions in Å:
C 0.600 0.837 -1.160
C 1.118 -0.345 -0.275
C -0.300 -0.441 0.312
C -0.858 0.554 -0.699
C -0.597 -0.633 1.731
O -0.949 -1.598 0.730
H 0.770 0.741 -2.238
H 0.982 1.808 -0.832
H 1.452 -1.216 -0.849
H 1.872 -0.074 0.459
H -1.439 0.011 -1.451
H -1.438 1.406 -0.327
H 0.208 -0.952 2.398
H -1.422 -0.099 2.202

Results of the Löwdin charge analysis, in e, for atoms 1 through 6: atom 1 (C): -0.150, atom 2 (C): -0.080, atom 3 (C): -0.485, atom 4 (C): -0.087, atom 5 (C): -0.068, atom 6 (O): 0.000



(6)
DFT (ωB97M-V/def2-TZVPD) results for the molecule C5H8O.

* Kohn-Sham gap: 10.63 eV
* relative energy (zero: lowest compared OMol25 entry of this formula, charge and spin): 48.8 kcal/mol
* structure (SMILES): C[C@]12CC[C@H]1O2
* strongest force on any atom: 0.00768 Eh/bohr
* molar mass: 84.1 g mol⁻¹

Atoms and positions in Å:
C 1.308 1.070 -0.785
C 0.176 0.139 -0.499
C -1.087 0.465 0.317
C -0.903 -0.906 1.019
C 0.172 -1.244 -0.013
O -0.237 -0.923 -1.349
H 1.654 1.465 0.178
H 1.002 1.920 -1.403
H 2.145 0.558 -1.266
H -1.049 1.348 0.959
H -1.961 0.509 -0.337
H -0.394 -0.746 1.977
H -1.761 -1.565 1.175
H 0.956 -1.991 0.055

Results of the Löwdin charge analysis, in e, for atoms 1 through 6: atom 1 (C): 0.000, atom 2 (C): -0.463, atom 3 (C): -0.080, atom 4 (C): -0.103, atom 5 (C): -0.208, atom 6 (O): 0.013



(7)
DFT (ωB97M-V/def2-TZVPD) results for the molecule C5H8O.

* Kohn-Sham gap: 11.02 eV
* relative energy (zero: lowest compared OMol25 entry of this formula, charge and spin): 52.1 kcal/mol
* structure (SMILES): C[C@H]1C[C@H]2O[C@@H]12
* strongest force on any atom: 0.01736 Eh/bohr
* molar mass: 84.1 g mol⁻¹

Atoms and positions in Å:
C -0.878 0.331 1.463
C -0.251 -0.483 0.343
C -0.548 -0.095 -1.150
C 0.989 0.015 -1.367
O 1.316 1.097 -0.509
C 1.219 -0.208 0.055
H -0.644 1.393 1.332
H -0.496 0.017 2.443
H -1.967 0.216 1.477
H -0.431 -1.555 0.484
H -1.133 0.839 -1.246
H -1.013 -0.877 -1.739
H 1.730 -0.152 -2.158
H 2.109 -0.537 0.572

Results of the Löwdin charge analysis, in e, for atoms 1 through 6: atom 1 (C): -0.066, atom 2 (C): -0.297, atom 3 (C): -0.061, atom 4 (C): -0.207, atom 5 (O): -0.025, atom 6 (C): -0.227



(8)
DFT (ωB97M-V/def2-TZVPD) results for the molecule C5H8O.

* Kohn-Sham gap: 10.80 eV
* relative energy (zero: lowest compared OMol25 entry of this formula, charge and spin): 32.1 kcal/mol
* structure (SMILES): O=CCC1CC1
* strongest force on any atom: 0.01286 Eh/bohr
* molar mass: 84.1 g mol⁻¹

Atoms and positions in Å:
O 1.530 1.600 -0.876
C 1.923 0.770 -0.090
C 0.996 -0.233 0.583
C -0.178 -0.471 -0.325
C -1.561 -0.829 0.132
C -1.274 0.544 -0.396
H 3.004 0.694 0.150
H 1.544 -1.152 0.828
H 0.662 0.183 1.546
H 0.116 -0.882 -1.287
H -2.102 -1.546 -0.476
H -1.744 -0.897 1.202
H -1.579 0.884 -1.381
H -1.232 1.331 0.350

Results of the Löwdin charge analysis, in e, for atoms 1 through 6: atom 1 (O): 0.051, atom 2 (C): -0.247, atom 3 (C): -0.136, atom 4 (C): -0.331, atom 5 (C): -0.117, atom 6 (C): -0.130



Question: Which value of molar mass does entry 6 give?
Answer: 84.1 g mol⁻¹



Question: The highest relative energy (zero: lowest compared OMol25 entry of this formula, charge and spin) belongs to which entry?
Answer: number 3